(1)
A molecular structure, C37H49FN3O7P2SScSe2Te2. Source: the OMol25 dataset; level of theory: ωB97M-V/def2-TZVPD.

The value obtained for the HOMO energy is -0.76 eV. The lowest unoccupied orbital energy is 3.49 eV. The calculation puts the gap between HOMO and LUMO at 4.3 eV.

Geometry as ORCA input:
```
! RIJCOSX wB97M-V def2-TZVPD def2/J DEFGRID3
* xyz -2 1
Sc 0.4128 -0.5018 1.4475
O -1.3340 -3.3536 3.7710
C -0.5824 -2.6541 3.1293
O -0.7850 -1.4090 2.7942
C 0.7501 -3.1912 2.5296
O 1.1882 -4.2898 2.7844
O 1.2930 -2.3114 1.7375
Se 1.8811 0.4303 3.9800
Te 3.7897 1.5389 5.2447
Te -0.8387 3.5543 4.4235
Se 0.4683 2.0004 2.9161
C 0.4911 1.3214 -3.1764
C -0.0902 2.4092 -2.2863
S -0.9387 1.6384 -0.8975
O 0.2129 0.9695 -0.1788
C -1.2806 3.1155 0.0722
C -2.5237 3.8402 -0.4113
H 1.0178 1.7621 -4.0245
H -0.2911 0.6613 -3.5549
H 1.1946 0.7076 -2.6118
H -0.8377 3.0124 -2.8088
H 0.6802 3.0668 -1.8793
H -0.3837 3.7383 0.0750
H -1.4224 2.7344 1.0842
H -2.4103 4.2351 -1.4239
H -2.7302 4.6772 0.2562
H -3.3846 3.1707 -0.3938
C -5.2831 1.3411 -0.9659
N -4.1240 0.5124 -0.7498
C -3.5969 -0.1164 -1.9547
P -3.5923 -0.0283 0.7306
O -2.1425 0.1801 0.9817
N -4.4691 0.8339 1.8498
C -3.7896 1.4893 2.9664
C -5.8124 0.3930 2.1624
N -4.0626 -1.6092 0.7672
C -5.1231 -2.1887 -0.0245
C -3.6404 -2.4311 1.8921
H -5.0679 2.0758 -1.7503
H -5.5457 1.8786 -0.0559
H -6.1534 0.7554 -1.2991
H -3.2952 0.6586 -2.6689
H -4.3473 -0.7518 -2.4404
H -2.7199 -0.7273 -1.7151
H -2.7670 1.7338 2.7074
H -3.7559 0.8421 3.8492
H -4.3106 2.4132 3.2279
H -6.2817 -0.0834 1.2990
H -6.4282 1.2516 2.4484
H -5.8232 -0.3237 2.9937
H -5.4852 -1.4867 -0.7737
H -5.9695 -2.4737 0.6164
H -4.7675 -3.0821 -0.5446
H -2.8813 -1.9178 2.4745
H -3.2097 -3.3729 1.5420
H -4.4938 -2.6627 2.5417
F -3.1344 -4.8431 -5.2599
C -2.5265 -4.1523 -4.2236
C -1.5507 -3.2137 -4.5009
C -0.9430 -2.5218 -3.4702
C -1.2882 -2.7197 -2.0895
C -0.7615 -1.9573 -1.0598
C -2.2830 -3.7340 -1.8779
C -2.8834 -4.4207 -2.9128
H -1.2645 -3.0302 -5.5314
H -0.1688 -1.8001 -3.7104
H -1.1383 -2.0903 -0.0488
H -0.0716 -1.1521 -1.2778
H -2.5613 -3.9712 -0.8559
H -3.6313 -5.1799 -2.7080
O 2.2850 -0.3260 0.4302
P 3.6644 0.2524 0.3604
C 3.6766 2.0375 0.5084
C 3.1310 2.7898 -0.5347
C 2.9216 4.1465 -0.3687
C 3.2280 4.7528 0.8473
C 3.7615 4.0077 1.8839
C 3.9974 2.6498 1.7137
C 4.2874 -0.1439 -1.2912
C 3.6479 -1.1742 -1.9784
C 4.0832 -1.5291 -3.2474
C 5.1513 -0.8603 -3.8284
C 5.7872 0.1691 -3.1454
C 5.3545 0.5288 -1.8787
C 4.7935 -0.4602 1.5522
C 6.0607 0.0740 1.7741
C 6.9126 -0.5347 2.6787
C 6.4988 -1.6728 3.3588
C 5.2403 -2.2074 3.1325
C 4.3797 -1.6071 2.2253
H 2.8616 2.3021 -1.4653
H 2.4980 4.7337 -1.1754
H 3.0195 5.8063 0.9891
H 3.9538 4.4502 2.8524
H 4.3701 2.0781 2.5588
H 2.8032 -1.6770 -1.5202
H 3.5787 -2.3247 -3.7806
H 5.4866 -1.1368 -4.8208
H 6.6148 0.6965 -3.6038
H 5.8360 1.3453 -1.3523
H 6.3734 0.9773 1.2626
H 7.8873 -0.1061 2.8745
H 7.1574 -2.1331 4.0852
H 4.9095 -3.0847 3.6727
H 3.3870 -2.0092 2.0522
*
```

---

(2)
A molecular structure, C37H49GeN6SY. Source: the OMol25 dataset; level of theory: ωB97M-V/def2-TZVPD.

The value obtained for the HOMO energy (spin up / spin down) is -14.63 / -15.02 eV. The expectation value of S² is 0.755. The lowest unoccupied orbital energy (spin up / spin down) is -8.28 / -9.28 eV. The calculation puts the gap between HOMO and LUMO (spin up / spin down) at 6.3 / 5.7 eV.

Geometry as ORCA input:
```
! RIJCOSX wB97M-V def2-TZVPD def2/J DEFGRID3
* xyz 3 2
Y -1.3736 0.0715 0.5537
C -2.7745 -1.3998 -2.6643
C -1.2684 -1.2221 -2.6640
N -0.6593 -1.2925 -1.3064
C -0.3542 -2.6927 -0.8988
C 0.4366 -2.6584 0.3935
N -0.3855 -2.0833 1.5004
C -1.2836 -3.1513 2.0674
C -2.7475 -2.8383 1.8225
C -3.2258 -1.7036 2.7355
N -3.3670 -0.3998 2.0368
C -4.6808 -0.2305 1.3592
C -4.6211 -0.6684 -0.0865
N -3.4976 0.0454 -0.7378
C -3.5061 -0.1477 -2.2155
H -3.0707 -2.2615 -2.0557
H -3.0930 -1.6419 -3.6788
H -1.0215 -0.2343 -3.0667
H -0.7765 -1.9625 -3.2980
H 0.2783 -0.8899 -1.4391
H 0.2262 -3.1822 -1.6851
H -1.2835 -3.2561 -0.7849
H 1.3178 -2.0361 0.2522
H 0.7957 -3.6530 0.6632
H 0.2750 -1.8410 2.2360
H -1.1044 -3.2197 3.1414
H -0.9961 -4.1118 1.6421
H -3.3644 -3.7274 1.9437
H -2.8626 -2.5474 0.7709
H -2.4810 -1.5482 3.5199
H -4.1561 -1.9567 3.2474
H -3.3651 0.2924 2.7773
H -4.9252 0.8352 1.3867
H -5.4657 -0.7547 1.9070
H -5.5627 -0.4224 -0.5834
H -4.4785 -1.7431 -0.1913
H -3.6946 1.0398 -0.6021
H -3.0212 0.7250 -2.6564
H -4.5416 -0.1520 -2.5626
C -0.3257 3.9494 2.8362
C 0.6143 2.9397 2.9578
C 0.2094 1.6299 3.2048
C -1.1496 1.3418 3.3197
C -2.0978 2.3623 3.1605
C -1.6832 3.6625 2.9268
H -0.0017 4.9722 2.6950
H 1.6701 3.1713 2.9158
H 0.9512 0.8681 3.4019
H -1.4438 0.3734 3.7200
H -3.1532 2.1708 3.3221
H -2.4139 4.4569 2.8505
S -1.4891 2.7339 -0.3175
C -1.2225 3.2218 -1.9420
N -1.3494 4.5609 -2.1778
C -1.1437 5.1174 -3.3855
C -0.7919 4.3084 -4.4308
C -0.6824 2.9485 -4.1481
N -0.8935 2.4180 -2.9454
H -1.6018 5.1498 -1.3922
H -1.2731 6.1890 -3.4563
H -0.6149 4.7066 -5.4179
H -0.4114 2.2508 -4.9327
C 2.0736 2.6703 -0.2770
Ge 2.0640 0.7680 0.1745
C 3.0405 0.4396 1.8261
C 3.7744 1.5006 2.3594
C 4.4640 1.3568 3.5584
C 4.4076 0.1603 4.2547
C 3.6736 -0.9045 3.7430
C 3.0011 -0.7623 2.5410
C 2.4749 -0.2640 -1.4548
C 1.8773 0.2564 -2.5891
C 1.9808 -0.3659 -3.8481
C 2.6832 -1.5292 -3.9695
C 3.3284 -2.1046 -2.8494
C 4.0732 -3.3005 -2.9965
C 4.7263 -3.8529 -1.9331
C 4.6728 -3.2169 -0.6779
C 3.9599 -2.0610 -0.5079
C 3.2480 -1.4707 -1.5780
H 3.1146 2.9972 -0.3221
H 1.5404 3.2611 0.4630
H 1.6333 2.8301 -1.2586
H 3.8313 2.4508 1.8420
H 5.0490 2.1813 3.9437
H 4.9415 0.0501 5.1888
H 3.6407 -1.8454 4.2765
H 2.4808 -1.6277 2.1379
H 1.2926 1.1645 -2.5171
H 1.5101 0.0780 -4.7161
H 2.7761 -2.0200 -4.9308
H 4.1255 -3.7618 -3.9747
H 5.3077 -4.7564 -2.0553
H 5.2224 -3.6369 0.1546
H 3.9881 -1.5668 0.4481
*
```

---

(3)
8 unconnected molecules or ions with the total composition C37H49N5O3 at a distorted geometry. Source: the OMol25 dataset; level of theory: ωB97M-V/def2-TZVPD.

The value obtained for the HOMO energy is -9.21 eV. Its structure (SMILES) is c1ccncc1.c1ccncc1.c1ccncc1.c1ccncc1.c1ccncc1.C1CCOC1.C1CCOC1.C1CCOC1. The lowest unoccupied orbital energy is 0.30 eV. The calculation puts the gap between HOMO and LUMO at 9.5 eV.

Geometry as ORCA input:
```
! RIJCOSX wB97M-V def2-TZVPD def2/J DEFGRID3
* xyz 0 1
C 27.1925 -15.9659 12.6226
C 28.3876 -16.5584 13.0417
C 29.3969 -15.7673 13.6123
N 29.2284 -14.4236 13.7382
C 28.0222 -13.8414 13.4138
C 27.0117 -14.6095 12.8430
H 26.4509 -16.5338 12.0805
H 28.4698 -17.6340 12.9891
H 30.3342 -16.1991 13.9308
H 27.7906 -12.8389 13.7423
H 26.1117 -14.1401 12.4740
C 25.5599 -12.2091 15.1463
C 24.8095 -11.1852 14.5735
C 23.5459 -11.4676 14.0453
N 22.9823 -12.6431 14.1220
C 23.6572 -13.5839 14.7461
C 24.9622 -13.4684 15.2548
H 26.4690 -12.0276 15.7002
H 25.0669 -10.1562 14.3702
H 22.9669 -10.6921 13.5661
H 23.2205 -14.5633 14.8742
H 25.4359 -14.2988 15.7572
C 27.6328 -15.2505 17.8271
C 27.8941 -15.9683 16.6628
C 28.2900 -17.2804 16.7196
N 28.4513 -18.0197 17.8510
C 28.1645 -17.3285 19.0126
C 27.8671 -15.9642 19.0662
H 27.4086 -14.1990 17.9296
H 27.9107 -15.4893 15.6949
H 28.7188 -17.7605 15.8524
H 28.4011 -17.8481 19.9293
H 27.9741 -15.4581 20.0142
C 24.6233 -16.9354 16.6860
C 25.0537 -17.3011 15.4198
C 24.0821 -17.5664 14.4585
N 22.7344 -17.6740 14.7233
C 22.2855 -17.1354 15.8651
C 23.1968 -16.7993 16.8596
H 25.3403 -16.8305 17.4869
H 26.1168 -17.4319 15.2815
H 24.3477 -17.7567 13.4291
H 21.2391 -16.8702 15.8973
H 22.8445 -16.3796 17.7902
C 15.8860 -18.2271 17.6426
C 17.2704 -17.9111 17.3836
C 17.5372 -16.7804 16.7095
N 16.5540 -15.9580 16.1930
C 15.2780 -16.3502 16.3507
C 14.9426 -17.4530 17.1188
H 15.6086 -19.1431 18.1431
H 18.1352 -18.4216 17.7810
H 18.5428 -16.5140 16.4194
H 14.4868 -15.8457 15.8161
H 13.9268 -17.8073 17.2131
C 19.6152 -15.3508 19.7604
C 18.6628 -16.3975 20.1033
C 18.9835 -16.5953 21.6152
O 20.3908 -16.7066 21.6037
C 20.8147 -15.8359 20.4834
H 19.2348 -14.3717 20.0517
H 19.7730 -15.0966 18.7123
H 19.0834 -17.2403 19.5549
H 17.6495 -16.2224 19.7419
H 18.6215 -17.4307 22.2144
H 18.8362 -15.7538 22.2922
H 21.4574 -16.4697 19.8724
H 21.2924 -14.9354 20.8693
C 20.4346 -21.0342 16.3457
C 19.0136 -20.9750 15.8344
C 19.1431 -20.9754 14.3688
O 20.4228 -21.4773 14.1009
C 21.3480 -21.0988 15.0998
H 20.6608 -21.9840 16.8303
H 20.7478 -20.2272 17.0081
H 18.5298 -20.0350 16.0999
H 18.5279 -21.8840 16.1893
H 19.1717 -19.9370 14.0386
H 18.4669 -21.5376 13.7248
H 21.6805 -20.0971 14.8275
H 22.2547 -21.6954 15.1996
C 19.2787 -16.8149 11.3095
C 20.1379 -16.9994 12.5722
C 19.7467 -15.7673 13.3699
O 18.5124 -15.3656 12.8650
C 18.5730 -15.4754 11.4368
H 18.5931 -17.6223 11.0521
H 19.8278 -16.6623 10.3804
H 21.2086 -16.9202 12.3843
H 19.9595 -18.0080 12.9450
H 20.5054 -14.9942 13.2487
H 19.7292 -15.9974 14.4352
H 19.0444 -14.6395 10.9200
H 17.5064 -15.5019 11.2134
*
```

---

(4)
9 unconnected molecules or ions with the total composition C37H49N5O4 at a distorted geometry. Source: the OMol25 dataset; level of theory: ωB97M-V/def2-TZVPD.

The value obtained for the HOMO energy is -9.01 eV. Its structure (SMILES) is c1ccncc1.c1ccncc1.c1ccncc1.c1ccncc1.c1ccncc1.CC(C)=O.CC(C)=O.CC(C)=O.CC(C)=O. The lowest unoccupied orbital energy is 0.57 eV. The calculation puts the gap between HOMO and LUMO at 9.6 eV.

Geometry as ORCA input:
```
! RIJCOSX wB97M-V def2-TZVPD def2/J DEFGRID3
* xyz 0 1
C -1.8550 -6.1449 1.9697
C -3.1613 -6.1906 1.6383
C -3.8838 -5.0338 1.3315
N -3.2561 -3.7771 1.2655
C -1.9990 -3.7010 1.6462
C -1.2896 -4.8596 2.0364
H -1.3560 -7.0899 2.1256
H -3.6655 -7.1455 1.6578
H -4.9313 -5.0321 1.0686
H -1.5133 -2.7417 1.7475
H -0.2152 -4.7817 2.1135
C 5.9650 -2.4219 2.0768
C 6.8562 -1.7560 2.9405
C 6.5918 -0.4635 3.3387
N 5.5745 0.2627 2.7415
C 4.8517 -0.3075 1.7566
C 5.0050 -1.6665 1.3917
H 6.1346 -3.4541 1.8083
H 7.4987 -2.3155 3.6042
H 7.1407 0.0575 4.1093
H 4.2014 0.3419 1.1894
H 4.3867 -2.1736 0.6657
C -3.4344 -1.0981 -2.8065
C -2.6564 -0.9413 -3.9712
C -1.7919 -2.0296 -4.2937
N -1.7811 -3.2186 -3.6499
C -2.5037 -3.3168 -2.5192
C -3.4991 -2.3347 -2.1467
H -4.0066 -0.3362 -2.2982
H -2.5510 -0.0060 -4.5009
H -1.0163 -1.9358 -5.0394
H -2.3027 -4.2235 -1.9680
H -4.2139 -2.5181 -1.3582
C 2.2925 -2.6727 5.2632
C 2.5171 -2.9110 3.9149
C 1.5492 -2.4782 2.9808
N 0.4275 -1.8609 3.3151
C 0.2135 -1.6594 4.6413
C 1.0728 -2.0281 5.6158
H 2.9913 -2.9830 6.0260
H 3.4534 -3.4198 3.7391
H 1.6582 -2.6841 1.9262
H -0.7361 -1.2129 4.8967
H 0.8131 -1.9051 6.6568
C -0.1362 3.0822 2.4601
C -1.2421 3.8452 2.8531
C -2.4577 3.1914 3.1299
N -2.6146 1.8525 3.0479
C -1.4701 1.1659 2.7295
C -0.1985 1.6575 2.4613
H 0.7929 3.6232 2.3574
H -1.2332 4.9073 3.0487
H -3.1772 3.8125 3.6427
H -1.6528 0.1042 2.6528
H 0.6742 1.0240 2.5208
C -4.6786 3.7210 0.5561
C -4.2120 3.1391 -0.7222
C -4.7725 3.6057 -2.0145
O -3.4806 2.1515 -0.7673
H -4.0198 4.5849 0.6434
H -4.6640 2.9639 1.3402
H -5.7154 4.0528 0.5018
H -4.2752 4.5333 -2.2979
H -5.8168 3.8912 -1.8880
H -4.5569 2.9498 -2.8579
C 4.3301 1.5865 -1.4090
C 5.2238 2.4904 -2.2866
C 6.4507 1.7703 -2.8753
O 4.8507 3.7181 -2.3046
H 3.7523 1.0617 -2.1698
H 3.6189 1.9790 -0.6823
H 4.7588 0.7620 -0.8393
H 6.9338 2.5338 -3.4851
H 6.0838 0.9775 -3.5271
H 7.1364 1.3381 -2.1465
C -1.5776 3.9556 -6.4752
C -2.2828 3.3165 -5.3753
C -1.6444 3.5188 -4.0298
O -3.1969 2.5529 -5.5292
H -2.0408 3.7316 -7.4361
H -0.6457 3.4194 -6.6546
H -1.4802 5.0410 -6.4514
H -2.2376 2.7979 -3.4672
H -1.8637 4.5138 -3.6424
H -0.5844 3.2719 -3.9715
C -0.1098 1.3092 -0.8341
C 0.5706 -0.0119 -0.4957
C -0.1911 -1.2916 -0.7583
O 1.6262 -0.0259 0.0259
H -0.0133 1.9957 0.0070
H -1.1419 0.9935 -0.9870
H 0.1261 1.8117 -1.7721
H -0.9290 -1.5143 0.0124
H 0.5507 -2.0896 -0.7910
H -0.7426 -1.2044 -1.6944
*
```